This record from OMol25 describes a cluster of 2 separate species, H3N3O2S in total at a distorted geometry. The level of theory is ωB97M-V with the def2-TZVPD basis set.

Properties
HOMO (spin up / spin down): -0.3485 / -0.3526 Eh
Total charge: 0
LUMO level (spin up / spin down): 0.0178 / -0.0900 Ha
2S+1: 3
Relative energy (zero: lowest compared OMol25 entry of this formula, charge and spin): 34.18 kJ/mol
Molar mass: 109.1 g mol⁻¹
<S²>: 2.01

XYZ file:
```
9
Properties=species:S:1:pos:R:3:forces:R:3:mulliken_spin:R:1
N -0.00323 -0.53349 -1.40217 3.98 -1.04 -1.19 0.378
N -0.62784 0.19983 -0.54730 -1.32 -1.14 -0.75 0.376
N 0.12792 1.06822 0.12801 0.85 1.11 0.57 -0.007
O 1.36529 1.09506 -0.01694 -1.37 0.08 0.24 0.048
O -0.57108 1.76409 0.88571 1.33 -0.31 -0.48 0.222
S -0.78637 -1.37450 2.03773 0.19 0.25 0.22 1.023
H 1.05752 -0.67643 -1.51758 -1.69 1.54 1.04 -0.009
H -0.36542 -1.37973 -1.78843 -1.73 -0.03 0.25 -0.006
H -0.19678 -0.16304 2.22097 -0.24 -0.45 0.10 -0.026
```
Forces are in eV/Å.